Molecular formula: C10H27NO6
Method: DFT, the ωB97M-V functional and the def2-TZVPD basis

```
44
Properties=species:S:1:pos:R:3:mulliken_charge:R:1
C 3.65 -2.50 -6.50 -0.425
C 4.00 -1.01 -6.62 -0.368
O 2.80 -0.53 -7.26 -0.528
O 2.55 -2.63 -5.61 -0.505
H 4.38 -3.25 -6.21 0.352
H 3.38 -2.73 -7.53 0.238
H 4.95 -0.73 -7.08 0.351
H 4.09 -0.73 -5.57 0.254
H 2.67 0.39 -7.01 0.298
H 1.87 -2.01 -5.89 0.331
C 0.43 -6.27 -2.93 -0.420
C -0.49 -5.31 -2.06 -0.340
O -0.76 -4.12 -2.75 -0.477
O 1.78 -5.79 -2.78 -0.462
H 0.08 -6.21 -3.96 0.250
H 0.42 -7.29 -2.55 0.327
H -0.04 -5.09 -1.09 0.244
H -1.42 -5.83 -1.81 0.321
H 0.08 -3.77 -3.04 0.286
H 1.65 -4.90 -3.10 0.275
C -3.47 5.54 5.06 -0.757
O -2.43 4.78 4.36 -0.282
C -1.10 4.94 4.85 -0.736
C -0.17 4.05 4.16 -0.496
N -0.49 2.69 4.48 -0.363
C -0.01 1.72 3.51 -0.842
C -0.96 1.66 2.14 -0.460
O -2.36 1.23 2.48 -0.346
C -2.59 -0.11 2.91 -0.690
H -3.51 5.31 6.13 0.305
H -4.44 5.27 4.64 0.238
H -3.31 6.57 4.75 0.303
H -1.02 4.73 5.92 0.347
H -0.65 5.93 4.76 0.449
H 0.90 4.12 4.37 0.419
H -0.20 4.29 3.09 0.293
H -1.50 2.73 4.53 0.356
H 0.05 0.70 3.88 0.414
H 0.98 1.96 3.10 0.353
H -0.65 0.94 1.38 0.411
H -0.98 2.68 1.78 0.248
H -2.30 -0.89 2.20 0.293
H -3.67 -0.21 2.96 0.245
H -2.16 -0.30 3.90 0.296
```

Values from the calculation:
- LUMO energy (eV) = 0.580
- structure (SMILES) = COCCNCCOC.OCCO.OCCO
- HOMO-LUMO gap (eV) = 9.04
- DFT total energy (eV) = -24578.76454
- E_HOMO (hartree) = -0.311
- 2S+1 = 1

Molecular formula: C19H32CrNO3P2
Method: DFT, the ωB97M-V functional and the def2-TZVPD basis

```
58
Properties=species:S:1:pos:R:3:lowdin_spin:R:1
C -1.44 -3.88 0.94 0.002
C -0.95 -2.56 1.07 0.011
N -1.42 -1.62 0.16 -0.001
C -2.34 -1.94 -0.78 0.006
C -3.01 -3.13 -0.65 0.002
C -2.56 -4.13 0.20 0.006
C -0.20 -2.06 2.14 0.032
P 0.41 -0.37 2.16 0.008
Cr -0.60 0.22 0.15 3.166
P -1.38 0.38 -2.03 0.010
C -2.76 -0.87 -1.75 0.011
C 0.94 1.93 -0.19 -0.042
C 1.20 2.85 0.83 0.008
C 2.05 3.97 0.67 -0.002
C 2.77 4.18 -0.51 0.009
C 2.63 3.19 -1.50 -0.004
C 1.80 2.07 -1.29 0.001
O 3.52 -4.47 0.81 0.000
O 5.09 -0.93 -1.43 0.000
H -1.07 -4.63 1.62 0.000
H -3.84 -3.30 -1.32 0.000
H -3.06 -5.10 0.21 0.000
C -0.32 0.12 3.76 0.004
C 2.23 -0.25 2.50 -0.005
H -3.07 -1.30 -2.73 0.002
H -3.64 -0.34 -1.34 0.000
H 2.81 -4.45 1.47 0.000
H 0.32 -2.82 2.69 0.002
C -2.16 1.87 -2.61 0.003
C -0.51 -0.35 -3.42 -0.003
H 0.75 2.69 1.82 0.001
H 2.16 4.70 1.47 -0.001
H 3.42 5.05 -0.64 0.001
H 3.22 3.30 -2.40 -0.001
H 1.83 1.26 -2.03 0.000
H 0.20 -0.81 -0.78 0.020
H 4.56 -0.46 -0.74 0.000
H 4.53 -1.75 -1.59 0.000
H 3.12 -4.58 -0.06 0.000
H 0.69 -0.72 -1.43 0.022
H 0.02 -0.57 4.54 0.000
H -0.06 1.15 4.03 0.000
H -1.40 0.06 3.62 0.000
H 2.62 -0.80 3.37 -0.002
H 2.81 -0.54 1.61 0.000
H 2.53 0.80 2.66 0.000
H -1.18 -0.47 -4.27 -0.001
H 0.30 0.32 -3.71 0.000
H -0.07 -1.31 -3.17 0.002
H -2.69 1.71 -3.55 0.000
H -2.85 2.28 -1.86 0.000
H -1.36 2.59 -2.76 0.000
C -2.28 2.70 0.86 -0.034
C -2.38 1.22 1.09 -0.161
O -3.26 0.63 1.65 -0.069
H -1.41 2.82 0.19 0.003
H -2.09 3.27 1.79 -0.002
H -3.19 3.15 0.41 -0.003
```

Values from the calculation:
- LUMO energy (alpha / beta) (eV) = -0.222 / -0.023
- HOMO-LUMO gap (alpha / beta) (eV) = 6.48 / 6.69
- DFT total energy (eV) = -74849.57797
- E_HOMO (alpha / beta) (hartree) = -0.246 / -0.247
- 2S+1 = 4